C16H18Cl5N5O2PtSe | wB97M-V/def2-TZVPD

The geometry in XYZ format:
```
48
C16H18Cl5N5O2PtSe (wB97M-V/def2-TZVPD)
Pt 0.496 1.706 0.270
Cl -5.665 0.621 3.961
C -3.987 0.775 3.571
C -3.598 1.159 2.295
Cl -4.796 1.468 1.087
C -2.238 1.281 1.974
Cl -1.774 1.854 0.427
C -1.202 0.988 2.908
O 0.023 1.050 2.626
C -1.663 0.620 4.205
Cl -0.469 0.366 5.431
C -3.022 0.531 4.535
Cl -3.509 0.167 6.152
C 2.976 3.288 -1.237
O 3.449 2.313 -0.348
C 2.492 1.595 0.343
C 3.196 0.642 1.279
H 3.241 3.013 -2.262
H 3.426 4.251 -0.983
H 1.881 3.375 -1.156
H 4.082 1.111 1.718
H 3.538 -0.255 0.748
H 2.514 0.342 2.070
Se -0.391 2.683 -2.888
C 0.068 4.386 -2.724
N 0.373 5.499 -2.654
C 0.933 -0.725 -1.949
N 1.051 -2.079 -2.500
C -0.254 -2.472 -3.010
N -1.285 -2.444 -1.980
C -1.339 -1.081 -1.437
N -0.058 -0.671 -0.882
C 0.309 -1.601 0.178
N 0.411 -2.975 -0.333
C 1.394 -2.984 -1.410
C -0.875 -3.344 -0.908
H 0.626 -0.044 -2.747
H 1.903 -0.401 -1.564
H -0.183 -3.491 -3.412
H -0.540 -1.789 -3.814
H -2.111 -1.049 -0.664
H -1.619 -0.400 -2.245
H -0.458 -1.575 0.958
H 1.267 -1.307 0.612
H 1.457 -4.004 -1.812
H 2.366 -2.694 -0.999
H -1.635 -3.335 -0.120
H -0.800 -4.363 -1.312
```

charge	-2
highest occupied orbital energy	0.119	eV
HOMO-LUMO gap	4.0	eV
DFT total energy	-5866.40721	a.u.